Computed, not measured: a 2-piece molecular cluster, C4H12NO2 overall at a distorted geometry, with ωB97M-V with the def2-TZVPD basis set.

Each line ends with the Löwdin charge.
Cartesian coordinates (Å):
C (1.285, 1.553, -1.373)  -0.1378
H (0.211, 1.707, -1.425)  0.0408
H (0.019, -0.800, -2.424)  0.0960
H (-1.265, -1.924, -0.603)  0.0917
N (1.558, 0.090, -1.309)  -0.1356
O (-0.891, -0.451, 3.074)  -0.1972
C (-0.445, -1.232, -0.316)  -0.1875
H (1.617, 1.926, -0.411)  0.0684
H (-0.662, -0.063, 2.125)  -0.0268
C (-1.260, 0.107, 0.035)  -0.4203
H (2.013, -0.177, -0.440)  0.0800
H (1.631, 1.927, -2.339)  0.0512
C (0.517, -0.980, -1.462)  -0.2798
H (-1.105, 0.338, 3.580)  -0.0153
H (-1.374, 0.614, -0.937)  0.0623
H (-2.267, -0.066, 0.474)  0.0839
H (1.115, -1.869, -1.718)  0.0863
H (0.116, -1.550, 0.569)  0.0965
O (-0.465, 0.836, 0.902)  -0.3569

Values from the calculation:
Gap between HOMO and LUMO   7.28 eV
Energy relative to the best compared isomer or geometry (same formula, charge and spin)   1.265 eV
Total charge   -1
Strongest force on any atom   2.53 eV Å⁻¹
Molecular weight   106.1 g/mol